Record 1
The molecule C5H9N5. Source: the Open Molecules 2025 dataset; level of theory: the ωB97M-V functional and the def2-TZVPD basis.

```
! wB97M-V def2-TZVPD RIJCOSX def2/J DEFGRID3
* xyz 0 1
C -1.57149 -1.39826 -0.61998
C -1.95873 -0.13525 -0.20655
C -0.70720 0.44483 0.00711
C 1.59906 0.15456 -0.28654
C 2.60592 -0.72510 0.44274
N -0.24999 -1.62211 -0.75517
N 0.28287 -0.41202 -0.35225
N -0.09834 1.65035 0.47243
N 1.32616 1.34047 0.54229
N -3.18888 0.38345 0.06331
H -2.19467 -2.25252 -0.86267
H 1.87001 0.49644 -1.24123
H 2.65601 -1.74599 -0.06671
H 2.08785 -0.81353 1.43645
H 3.50638 -0.10826 0.64017
H -0.21141 2.50039 -0.22879
H 1.43846 1.07335 1.49909
H -3.88019 -0.14414 -0.45981
H -3.31183 1.31334 -0.02390
*
```

Values from the calculation:
Frontier orbital gap   8.63 eV
HOMO energy   -0.2822 Eh
Structure (SMILES)   C[C@@H]1NNc2c(N)cnn21

***

Record 2
The ion C5H9N5 with charge +2. Source: the Open Molecules 2025 dataset; level of theory: the ωB97M-V functional and the def2-TZVPD basis.

```
! wB97M-V def2-TZVPD RIJCOSX def2/J DEFGRID3
* xyz 2 1
C -0.93630 -0.59696 0.38077
C 1.09605 0.17674 -1.12343
C 0.17331 1.65183 0.49864
C -0.51550 -1.96070 -0.04559
C -0.44495 0.54431 2.27514
N -0.72688 -0.47821 1.68200
N 0.22556 0.57340 -0.17122
N 0.84836 -0.91500 -1.78454
N 0.25199 2.91392 0.51626
N -0.07309 -1.82864 -1.38941
H -1.94587 -0.33101 0.05192
H 1.73135 0.97016 -1.46977
H 0.22336 -2.42208 0.68817
H -1.45920 -2.53846 -0.14116
H -0.43571 0.97980 3.23997
H 1.43363 -1.13415 -2.55628
H 0.00993 3.42241 1.34190
H 0.60832 3.65067 -0.08809
H -0.06435 -2.67804 -1.90529
*
```

Values from the calculation:
Frontier orbital gap   9.05 eV
HOMO energy   -0.6492 Eh

***

Record 3
The molecule C5H9N5O. Source: the Open Molecules 2025 dataset; level of theory: the ωB97M-V functional and the def2-TZVPD basis.

```
! wB97M-V def2-TZVPD RIJCOSX def2/J DEFGRID3
* xyz 0 1
C 0.22424 -0.31793 2.10964
C 1.13068 -0.86540 3.13108
C -0.38233 -0.97803 -2.37333
C 0.28144 0.31050 -2.00504
C -0.57882 1.04612 -1.00809
N -1.13543 -0.34432 2.15442
N 0.69888 0.20606 0.98927
N -1.50284 0.20052 1.00196
N 0.09704 2.29669 -0.73862
N -0.48211 0.48396 0.29826
O -0.59456 3.24005 -0.48916
H 0.86078 -1.96979 3.30379
H 2.10793 -0.69715 2.81431
H 0.91045 -0.73459 4.14352
H -1.22751 -0.75003 -2.97233
H -0.75694 -1.71295 -1.55801
H 0.36553 -1.50604 -3.10540
H 1.17835 0.15065 -1.37189
H 0.42810 0.86671 -3.01978
H -1.62288 1.07498 -1.30460
*
```

Values from the calculation:
Frontier orbital gap   9.11 eV
HOMO energy   -0.3498 Eh
Structure (SMILES)   CC[C@H](N=O)n1nnc(C)n1

***

Record 4
The ion C5H9N5O with charge +2. Source: the Open Molecules 2025 dataset; level of theory: the ωB97M-V functional and the def2-TZVPD basis.

```
! wB97M-V def2-TZVPD RIJCOSX def2/J DEFGRID3
* xyz 2 3
C 1.46088 -1.73433 0.61251
C -0.45016 1.62110 0.88149
C -1.42079 -0.42817 -0.07286
C -0.19411 -0.88637 -0.73323
C 1.33283 0.45714 -0.19026
N 0.41506 -1.93254 -0.07314
N 1.98724 -0.52647 0.60408
N 0.80796 1.54767 0.51630
N -1.43200 0.69594 0.69421
N -2.57785 -0.95089 -0.34604
O 2.05222 0.79957 -1.30611
H 1.86605 -2.65298 1.20544
H -0.70633 2.49430 1.40725
H -0.47079 -1.20180 -1.80568
H 2.95076 -0.41215 0.71657
H 1.36012 2.42647 0.59253
H -2.23267 1.00609 1.14923
H -2.65114 -1.90609 -0.75107
H -3.34939 -0.58866 0.10249
H 2.53217 -0.05329 -1.58994
*
```

Values from the calculation:
Frontier orbital gap (spin up / spin down)   6.24 / 7.12 eV
HOMO energy (spin up / spin down)   -0.5408 / -0.6985 Eh

***

Record 5
A cluster of 2 separate species, C5H9N6 in total. Source: the Open Molecules 2025 dataset; level of theory: the ωB97M-V functional and the def2-TZVPD basis.

```
! wB97M-V def2-TZVPD RIJCOSX def2/J DEFGRID3
* xyz 1 1
C 1.36424 0.95994 -3.26937
C 0.23503 0.36282 -1.64985
C -0.17491 -0.21576 -0.40559
C 0.92777 0.29616 2.98043
C 0.15437 -0.64878 2.01515
N 1.50763 0.44790 -2.07283
N 0.12345 1.30165 -3.61524
N -2.75752 -1.46398 -0.21096
N -2.36346 -0.54469 0.35841
N -0.60616 0.80556 -2.65006
N 0.48117 -0.25013 0.65930
H 2.15262 1.28182 -3.86947
H 0.34338 -0.05229 3.79058
H 1.93730 -0.04476 3.12354
H 0.92378 1.36750 2.79073
H -0.84119 -0.53343 2.16066
H 0.28720 -1.69524 2.15954
H -3.52872 -2.24455 -0.19112
H -1.60846 0.95823 -2.60882
H 1.44248 -0.08796 0.50497
*
```

Values from the calculation:
Frontier orbital gap (spin up / spin down)   8.70 / 7.29 eV
HOMO energy (spin up / spin down)   -0.4933 / -0.4682 Eh

***

Record 6
The molecule C5H9NO. Source: the Open Molecules 2025 dataset; level of theory: the ωB97M-V functional and the def2-TZVPD basis.

```
! wB97M-V def2-TZVPD RIJCOSX def2/J DEFGRID3
* xyz 0 1
O 2.20832 -0.27099 -0.77884
C 2.21307 0.83267 -0.29108
N 1.08310 1.58732 0.00641
C -0.35600 1.23193 0.14811
C -0.73921 -0.03962 -0.56068
C -1.47120 -1.10164 0.29386
C -0.88906 -2.29053 0.51701
H 3.13479 1.37370 -0.04093
H 1.38925 2.54359 0.10787
H -0.79177 2.18146 -0.15669
H -0.46463 1.04265 1.22257
H -1.45271 0.00010 -1.39799
H 0.12403 -0.60948 -0.87935
H -2.44756 -0.90093 0.72532
H -0.13068 -2.66829 -0.15480
H -1.40977 -2.91193 1.23921
*
```

Values from the calculation:
Frontier orbital gap   10.28 eV
HOMO energy   -0.3473 Eh
Structure (SMILES)   C=CCCNC=O

***

Record-wise max |F| values, in hartree/bohr: 0.081 0.094 0.072 0.088 0.066 0.061
Record-wise energy above the lowest of the compared OMol25 structures with the same formula, charge and spin values, in kJ/mol: 48.59 375.53 464.83 0.00 342.82 213.70
Record-wise calculated total energy values, in eV: -12779.0106 -12759.2293 -14824.1852 -14807.1935 -14259.4888 -8866.9977